ORCA calculation (ωB97M-V with the def2-TZVPD basis set) on 2 unconnected molecules or ions with the total composition C9H13NO2 at a distorted geometry.

Results
* frontier orbital gap: 8.9 eV
* SMILES string: Cc1ccc(O)cc1.CC(N)=O
* strongest force on any atom: 1.244 eV/Å
* E_HOMO: -8.27 eV
* E_LUMO: 0.66 eV
* 2S+1: 1
* ΔE to the lowest compared entry with this formula, charge and spin: 10.6 kJ/mol

Atoms and positions in Å:
O: -2.768 -0.096 -1.277
O: 2.038 3.606 -0.262
N: -1.344 -0.759 -2.895
C: 1.663 2.435 0.350
C: 2.221 2.135 1.574
C: 0.407 0.398 0.421
C: 1.881 0.949 2.212
C: -2.495 -2.446 -1.564
C: 0.751 1.563 -0.229
C: 0.977 0.054 1.647
C: 0.562 -1.196 2.358
C: -2.222 -0.999 -1.895
H: -1.157 0.201 -3.126
H: -1.667 -2.858 -0.988
H: 1.582 3.662 -1.098
H: 0.338 1.799 -1.205
H: 1.178 -1.379 3.239
H: -3.421 -2.543 -1.008
H: -2.604 -3.052 -2.467
H: -0.969 -1.551 -3.397
H: 2.885 2.850 2.040
H: -0.279 -0.295 -0.051
H: 2.299 0.741 3.187
H: -0.469 -1.143 2.722
H: 0.613 -2.077 1.715